Record 1
15
Properties=species:S:1:pos:R:3:nbo_charge:R:1 method="wB97M-V/def2-TZVPD" orbital_gap_ev="8.15 / 8.16" total_charge=0
O 2.03061 -0.97018 -0.45331 -0.70
C 0.97270 -0.53477 0.36992 0.06
C 0.55243 0.92212 0.07943 -0.45
C -0.86990 0.71762 -0.52395 -0.14
C -1.87933 0.67905 0.55654 -0.01
C -0.34057 -1.26792 0.06189 -0.12
O -0.81811 -0.59603 -1.09402 -0.52
H 1.70489 -0.91572 -1.36248 0.47
H 1.30688 -0.67971 1.39984 0.19
H 0.53309 1.54302 0.97999 0.22
H 1.23264 1.38907 -0.63681 0.23
H -1.13289 1.45613 -1.29689 0.26
H -1.73289 1.58553 1.16533 0.09
H -1.09831 -1.02224 0.85104 0.20
H -0.27247 -2.34150 -0.10889 0.22



Record 2
74
Properties=species:S:1:pos:R:3:mulliken_spin:R:1 method="wB97M-V/def2-TZVPD" orbital_gap_ev="6.93 / 6.93" spin_multiplicity=2 s2=0.751 total_charge=+1
Ce -0.41060 0.26519 0.11585 0.99
N 1.49695 2.11491 -3.73351 0.00
C 1.16423 1.39122 -2.63310 0.00
S -0.56744 1.08738 -2.48650 -0.01
N 2.13221 1.02812 -1.85544 0.00
N 1.85176 0.38368 -0.65869 -0.01
C 2.89288 -0.16042 -0.12175 0.01
C 2.95255 -0.80848 1.16856 0.00
C 4.17927 -1.37787 1.55046 0.00
C 4.35338 -1.98761 2.76963 0.00
C 3.28558 -2.03568 3.66623 0.00
C 2.07339 -1.47622 3.32806 0.00
C 1.86615 -0.85847 2.08276 0.00
O 0.68273 -0.34013 1.80909 -0.01
H 0.80254 2.22496 -4.44810 0.00
H 2.46957 2.17566 -3.98975 0.00
H 3.82373 -0.09478 -0.68372 0.00
H 5.00942 -1.32826 0.85494 0.00
H 5.30849 -2.41919 3.03565 0.00
H 3.41052 -2.51029 4.63094 0.00
H 1.23731 -1.48625 4.01762 0.00
C 1.46969 4.19084 1.71335 0.00
C 0.71760 5.21406 1.16286 0.00
C -0.49320 4.92009 0.55490 0.00
C -0.92849 3.60273 0.51255 0.01
N -0.17637 2.60966 1.01427 0.00
C 0.98360 2.89990 1.60388 0.00
C -2.23094 3.19379 -0.07701 -0.01
C -3.12896 4.11434 -0.60298 0.00
C -4.29757 3.67002 -1.19612 0.00
C -4.55057 2.30969 -1.23518 0.00
C -3.62399 1.46085 -0.65967 0.00
N -2.49476 1.87626 -0.08814 0.00
H 2.41027 4.38198 2.20864 0.00
H 1.06260 6.23843 1.20652 0.00
H -1.07677 5.71778 0.12119 0.00
H 1.53573 2.05808 2.00496 0.00
H -2.92077 5.17272 -0.55707 0.00
H -4.99672 4.37444 -1.62549 0.00
H -5.44321 1.91803 -1.70185 0.00
H -3.79146 0.38890 -0.66664 0.00
C -0.72640 -4.59502 -3.66783 0.00
N -1.31759 -4.79483 -2.34762 0.00
C -2.72792 -4.42660 -2.40552 0.00
N -2.95284 -3.06129 -2.87606 0.00
C -2.30553 -2.89873 -4.17980 0.00
N -0.88709 -3.23067 -4.15510 0.00
C -0.11746 -2.27314 -3.38495 0.00
P -0.62672 -2.19520 -1.57198 0.01
C -0.60150 -4.06136 -1.31937 0.00
C -2.47794 -2.07875 -1.91882 0.00
H -1.21912 -5.27131 -4.36855 0.00
H 0.33600 -4.84186 -3.62978 0.00
H -3.16940 -4.54376 -1.41266 0.00
H -3.23125 -5.10667 -3.09475 0.00
H -2.42470 -1.86542 -4.51135 0.00
H -2.80645 -3.55843 -4.89049 0.00
H -0.23725 -1.27730 -3.80823 0.00
H 0.94119 -2.54108 -3.42892 0.00
H -1.03394 -4.30226 -0.34439 0.00
H 0.44264 -4.38345 -1.31196 0.00
H -2.67549 -1.07552 -2.30937 0.00
H -3.02558 -2.21156 -0.98178 0.00
Br -4.29448 -4.67143 3.70637 0.00
C -3.43517 -3.28657 2.76737 0.00
C -2.09758 -3.39796 2.42032 0.00
C -1.51266 -2.35847 1.72323 0.00
N -2.16592 -1.24468 1.36245 0.01
C -3.44669 -1.14934 1.73124 0.00
C -4.12623 -2.13576 2.42090 0.00
H -1.51834 -4.26927 2.69135 0.00
H -0.46658 -2.42086 1.45222 0.00
H -3.95939 -0.23034 1.47550 0.00
H -5.16636 -2.00672 2.68221 0.00



Record 3
76
Properties=species:S:1:pos:R:3:lowdin_charge:R:1 method="wB97M-V/def2-TZVPD" orbital_gap_ev=8.81 total_charge=+1
C -3.47341 0.19878 1.81117 -0.06
C -3.65361 -1.17093 1.11246 -0.16
C -2.42316 -1.53725 0.35916 -0.21
N -2.11502 -0.96712 -0.85710 0.23
C -0.94030 -1.40689 -1.30605 -0.15
C -0.28763 -0.95172 -2.57045 -0.09
O -1.19375 -0.86497 -3.64606 -0.10
O -1.70875 0.47710 -3.64874 0.00
N -0.47786 -2.26925 -0.41490 0.02
C 0.79182 -3.00577 -0.50332 -0.08
C 0.82493 -4.02152 -1.66138 -0.22
O 2.11622 -4.13338 -2.21684 -0.03
C -1.38621 -2.36855 0.63531 -0.32
P -1.16139 -3.47558 2.03024 0.38
S -1.21415 -5.35312 1.57254 0.19
H -3.82108 1.01609 1.17793 0.08
H -4.01395 0.22817 2.75640 0.07
H -2.41877 0.38083 2.02497 0.08
H -3.85130 -1.93996 1.85781 0.10
H -4.49920 -1.11719 0.42495 0.12
H -2.67680 -0.27395 -1.33087 0.18
H 0.50822 -1.62393 -2.88799 0.13
H 0.15763 0.03507 -2.39717 0.13
H -2.65086 0.32089 -3.81752 0.12
H 0.89674 -3.55275 0.43183 0.08
H 1.62661 -2.30460 -0.56572 0.14
H 0.60425 -5.01134 -1.26197 0.12
H 0.07788 -3.77589 -2.42424 0.12
H 2.45821 -3.27014 -2.47465 0.09
H 0.06962 -3.07799 2.57180 0.00
H -2.13763 -3.09564 2.95563 -0.01
C 0.53338 3.11544 -2.23009 -0.07
C 0.81440 3.65526 -0.84059 -0.27
O 1.29177 2.66929 0.06289 -0.16
C 2.51992 2.06094 -0.29769 -0.29
C 3.67945 3.02935 -0.43895 -0.07
H -0.17802 2.28639 -2.17291 0.05
H 0.10399 3.89388 -2.86054 0.09
H 1.43613 2.74989 -2.72420 0.06
H -0.10733 4.02818 -0.39423 0.12
H 1.50553 4.50170 -0.89039 0.11
H 2.40736 1.47854 -1.22394 0.09
H 2.72746 1.34886 0.50293 0.12
H 3.52193 3.73530 -1.25449 0.07
H 4.59825 2.48218 -0.65178 0.08
H 3.81746 3.59976 0.48001 0.09
C 6.04734 2.03419 -5.54991 -0.07
C 5.20734 2.04139 -4.28536 -0.28
O 3.92500 2.62813 -4.44654 -0.17
C 3.07055 2.00744 -5.38998 -0.28
C 2.72294 0.58010 -5.00883 -0.08
H 6.15806 3.04670 -5.93854 0.09
H 7.03783 1.63327 -5.33476 0.08
H 5.60618 1.41894 -6.33494 0.07
H 5.70136 2.64061 -3.52072 0.12
H 5.11624 1.02641 -3.87922 0.10
H 3.49700 2.08419 -6.39463 0.11
H 2.15249 2.59624 -5.38922 0.12
H 3.58296 -0.08983 -4.99975 0.07
H 1.99162 0.17180 -5.70822 0.08
H 2.28234 0.59372 -4.00699 0.06
C -5.46085 -0.08820 7.40069 -0.07
C -4.87962 -0.78522 6.18433 -0.28
O -3.63839 -0.25065 5.74683 -0.18
C -2.57472 -0.30257 6.68486 -0.28
C -2.20721 -1.70986 7.11888 -0.08
H -5.57199 0.98019 7.21321 0.08
H -6.44089 -0.50482 7.63301 0.08
H -4.83251 -0.21251 8.28290 0.07
H -5.55294 -0.66278 5.33471 0.11
H -4.79165 -1.86206 6.36789 0.11
H -2.79522 0.32414 7.55451 0.11
H -1.72885 0.15871 6.17410 0.12
H -3.01632 -2.19980 7.66102 0.07
H -1.33856 -1.69255 7.77710 0.08
H -1.96851 -2.32776 6.25030 0.07



Record 4
21
Properties=species:S:1:pos:R:3:nbo_charge:R:1 method="wB97M-V/def2-TZVPD" orbital_gap_ev="5.14 / 9.29" spin_multiplicity=3 s2=2.007 total_charge=-1
C 0.44689 -2.47216 -0.15305 0.84
C -0.69954 2.06337 -0.96172 0.75
C -0.47540 -0.09540 1.44306 -0.42
C 0.62231 0.67152 0.69408 -0.43
C 0.01649 -1.42527 2.02151 -0.20
C -0.42931 -0.38446 -1.40216 0.12
C 0.25090 0.91998 -0.77125 0.04
N 0.41184 -2.40090 1.05785 -0.57
O -1.03449 2.25498 -2.24128 -0.72
O 0.71394 -3.04959 -1.14021 -0.55
O -1.21751 2.67795 -0.04109 -0.63
O -0.94945 -0.19869 -2.51634 -0.71
O 1.41576 1.09626 -1.58251 -0.75
H -0.87046 0.50972 2.26081 0.20
H -1.29832 -0.30595 0.75440 0.23
H 0.80603 1.63296 1.17554 0.22
H 1.55305 0.09910 0.70602 0.20
H 0.88178 -1.25033 2.67516 0.18
H -0.77690 -1.87549 2.63312 0.19
H -1.01013 1.30243 -2.66529 0.51
H 1.64250 0.22993 -1.94665 0.47



Record 5
82
Properties=species:S:1:pos:R:3:lowdin_charge:R:1 method="wB97M-V/def2-TZVPD" orbital_gap_ev="6.17 / 6.19" total_charge=+2
Tl 1.66659 -0.00589 -0.48590 0.84
C 0.79320 3.75836 0.47417 -0.03
C 1.89698 2.77574 0.77074 -0.24
C 2.96952 2.67247 -0.11517 -0.24
C 3.11808 3.64384 -1.26664 -0.02
C 4.01277 1.70565 0.11250 -0.24
C 5.17811 1.57596 -0.86675 -0.02
C 3.94184 0.87816 1.22665 -0.25
C 5.10200 -0.08169 1.47535 -0.03
C 2.86637 0.97837 2.11611 -0.23
C 2.84495 0.07039 3.31358 -0.02
C 1.83006 1.91454 1.90463 -0.23
C 0.73117 2.10396 2.86552 -0.04
H 1.04701 4.75637 0.83735 0.11
H -0.14808 3.47177 0.92052 0.06
H 0.62551 3.84142 -0.59746 0.07
H 2.61439 3.30688 -2.17239 0.09
H 4.16425 3.78336 -1.51351 0.08
H 2.64410 4.61370 -1.03897 0.10
H 5.96288 2.26625 -0.65005 0.10
H 4.80802 1.75618 -1.87846 0.09
H 5.59786 0.56111 -0.79533 0.08
H 5.06341 -0.97336 0.84450 0.03
H 5.11702 -0.42612 2.48204 0.07
H 6.03270 0.39528 1.16414 0.09
H 3.47892 0.46404 4.09036 0.11
H 3.19512 -0.92002 3.07078 0.07
H 1.86605 -0.09926 3.73487 0.07
H -0.14852 1.56181 2.50230 0.08
H 0.45371 3.14408 2.92534 0.09
H 0.88893 1.78653 3.91433 0.10
C -3.80810 1.84094 2.49305 -0.21
Si -4.13338 1.66743 0.67308 0.33
C -4.09798 3.35144 -0.13805 -0.20
C -5.61703 0.63073 0.30108 -0.21
Sb -2.28640 0.18655 -0.45255 1.03
Si -1.83479 0.80888 -2.93137 0.28
C -1.08549 -0.62794 -3.83708 -0.21
C -3.47562 1.33331 -3.60673 -0.21
C -0.66269 2.24819 -3.00393 -0.21
Si -1.94913 -2.20520 0.48312 0.30
C -0.69885 -2.04162 1.87945 -0.22
C -1.24770 -3.24904 -0.86828 -0.21
C -3.60036 -2.70414 1.20581 -0.20
H -4.80191 2.15495 2.87356 0.06
H -3.02847 2.54929 2.76592 0.03
H -3.59187 0.86782 2.97092 0.04
H -5.04007 3.90986 0.03280 0.06
H -4.07388 3.32892 -1.23400 0.01
H -3.31262 3.99067 0.22864 0.03
H -6.50381 0.90722 0.87886 0.06
H -5.38053 -0.38902 0.63048 0.01
H -5.90498 0.63022 -0.74433 0.04
H -1.72881 -1.51838 -3.87939 0.05
H -0.09177 -0.85302 -3.44700 0.02
H -0.91724 -0.30802 -4.87226 0.05
H -4.15831 0.49220 -3.60140 0.04
H -3.37403 1.54497 -4.66841 0.05
H -3.96516 2.15624 -3.09391 0.02
H 0.29535 2.15453 -2.42381 0.01
H -1.10093 3.19646 -2.73618 0.04
H -0.37509 2.31708 -4.04254 0.04
H 0.37040 -2.07862 1.64047 -0.01
H -0.81073 -2.94053 2.49255 0.04
H -0.90865 -1.21529 2.59159 0.04
H -0.32423 -2.83384 -1.38227 0.04
H -2.03378 -3.42022 -1.61782 0.05
H -0.94514 -4.22644 -0.46347 0.03
H -3.81713 -1.92108 1.96996 0.04
H -3.45630 -3.65799 1.71262 0.05
H -4.41417 -2.71943 0.48618 0.04
Se 3.13835 -2.79373 0.05787 0.79
C 2.18970 -4.38303 -0.30230 -0.67
C 2.14379 -4.98244 -1.55494 -0.08
C 1.31696 -6.10464 -1.66313 -0.11
N 0.72263 -6.72852 -0.63920 0.10
C 0.87329 -6.17911 0.56056 -0.13
C 1.61054 -5.02684 0.78042 -0.13
H 2.54481 -4.53651 -2.42488 0.10
H 1.18584 -6.61837 -2.61773 0.12
H 0.36587 -6.64514 1.35901 0.11
H 1.58472 -4.63962 1.81386 0.11



Record 6
13
Properties=species:S:1:pos:R:3:nbo_charge:R:1 method="wB97M-V/def2-TZVPD" orbital_gap_ev=9.42 smiles="OC=C=CC1=CC1" total_charge=0
O -0.01600 -1.23689 2.31119 -0.66
C 0.87352 -1.20482 1.28506 0.12
C 1.35814 -0.09862 0.75803 -0.05
C 1.19120 0.94072 -0.03944 -0.28
C -0.01467 0.85572 -0.84464 0.00
C -1.04980 1.23831 -1.52541 -0.18
C -1.01199 -0.21425 -1.13113 -0.44
H -0.30755 -0.32699 2.47192 0.48
H 1.17030 -2.20054 0.97195 0.20
H 1.84845 1.80560 -0.09060 0.23
H -1.63892 2.01669 -1.98492 0.22
H -1.65052 -0.58734 -0.32088 0.17
H -0.75215 -0.98760 -1.86112 0.18



Record 7
8
Properties=species:S:1:pos:R:3:nbo_charge:R:1 method="wB97M-V/def2-TZVPD" orbital_gap_ev=7.34 smiles="S=c1cnonn1" total_charge=0
S -2.50039 -0.19590 -0.03093 0.06
C -0.86050 -0.32513 -0.15622 -0.09
C -0.08655 0.80598 -0.02728 -0.01
N 1.12887 0.95718 -0.15175 -0.05
O 1.85456 -0.20108 -0.05292 -0.16
N 1.12303 -1.37584 0.10356 0.20
N -0.17783 -1.44448 -0.14806 -0.21
H -0.48121 1.77927 0.46359 0.24



Record 8
13
Properties=species:S:1:pos:R:3:nbo_charge:R:1 method="wB97M-V/def2-TZVPD" orbital_gap_ev="2.42 / 9.16" spin_multiplicity=2 s2=0.751 total_charge=-1
O 1.64233 1.69446 1.57406 -0.60
C 1.78390 1.15552 0.50194 0.45
N 1.24141 -0.06364 0.06300 -0.74
C 0.00944 -0.82303 -0.22154 -0.42
C -1.19455 0.07155 0.11276 -0.70
S -2.73490 -0.78643 0.36228 -0.23
H 2.38735 1.60562 -0.29631 0.08
H 2.06346 -0.65521 -0.04982 0.36
H 0.05451 -1.87015 0.08241 0.19
H 0.01193 -0.94007 -1.31698 0.13
H -1.25308 0.78238 -0.73870 0.19
H -0.95494 0.83119 0.85388 0.24
H -3.05685 -1.00219 -0.92698 0.04